Entry 1:
C4H13NO3 | wB97M-V/def2-TZVPD

```
! wB97M-V def2-TZVPD RIJCOSX def2/J DEFGRID3
* xyz 0 1
C -0.88 0.42 1.01
N 0.16 0.46 -0.03
C 1.44 0.05 0.52
C 0.25 1.83 -0.57
C -1.03 2.22 -1.27
O -1.18 3.28 -1.81
H -1.07 1.33 1.60
H -1.83 0.15 0.55
H -0.70 -0.43 1.67
H 1.36 -0.78 1.22
H 2.07 0.83 0.96
H 2.01 -0.34 -0.29
H 1.05 1.77 -1.32
H 0.55 2.57 0.18
H -1.88 1.52 -1.19
H -0.50 -2.07 -3.23
H -0.14 -1.31 -1.91
O -0.24 -2.18 -2.32
H -0.29 -3.48 2.57
H 0.43 -2.99 1.34
O 0.40 -2.87 2.30
*
```

Lowest unoccupied orbital energy (Eh): 0.0232
Energy relative to the best compared isomer or geometry (same formula, charge and spin) (eV): 2.183
SMILES: CN(C)CC=O.O.O

Entry 2:
C19H20N4O4S | wB97M-V/def2-TZVPD

```
! wB97M-V def2-TZVPD RIJCOSX def2/J DEFGRID3
* xyz 0 1
O 2.95 4.82 6.78
O 2.49 -2.23 1.86
O -2.51 -0.61 -3.76
N 0.76 3.20 4.51
O 1.14 6.91 6.76
S 3.02 2.14 5.25
C 1.98 4.69 6.05
C 1.51 -1.52 1.63
C -2.17 -1.75 -4.08
C 1.85 3.45 5.21
C -0.54 -0.47 -7.10
C 1.99 1.21 4.17
C -1.31 -1.61 -7.07
C 0.87 1.96 3.87
C 0.19 -0.65 -0.37
C 0.62 -3.00 -0.21
C -0.44 -0.85 -1.61
C -0.04 -3.17 -1.43
C 0.75 -1.73 0.38
C -0.61 -2.13 -2.14
N 0.95 5.64 6.11
N -1.22 -2.45 -3.35
N 1.24 -0.50 2.55
C 2.20 -0.20 3.67
C -2.80 -2.47 -5.30
C -2.73 -1.62 -6.54
C -0.23 1.49 2.94
C -0.14 -0.05 2.77
H 1.89 6.87 7.42
H 0.51 -0.52 -7.41
H -0.92 0.44 -6.67
H -0.90 -2.52 -7.52
H 0.32 0.34 -0.03
H 1.06 -3.89 0.29
H -0.78 0.01 -2.20
H -0.06 -4.17 -1.87
H 0.19 5.54 5.42
H -1.14 -3.40 -3.65
H 2.06 -0.92 4.51
H 3.22 -0.27 3.27
H -2.30 -3.43 -5.44
H -3.86 -2.71 -5.07
H -3.36 -2.01 -7.34
H -3.09 -0.56 -6.35
H -1.20 1.80 3.38
H -0.08 1.93 1.96
H -0.49 -0.57 3.71
H -0.85 -0.44 2.02
*
```

Lowest unoccupied orbital energy (Eh): -0.0016
Energy relative to the best compared isomer or geometry (same formula, charge and spin) (eV): 2.715
SMILES: C=CCCC(=O)Nc1ccc(C(=O)N2CCc3nc(C(=O)NO)sc3C2)cc1

Entry 3:
C34H35BrF6IrN6O5S2SbSe | wB97M-V/def2-TZVPD

```
! wB97M-V def2-TZVPD RIJCOSX def2/J DEFGRID3
* xyz 1 2
Ir 0.00 -1.86 0.06
F 1.82 0.14 3.60
C 2.64 0.56 2.64
F 3.80 0.90 3.16
F 2.09 1.60 2.04
S 2.93 -0.80 1.39
O 1.78 -0.75 0.46
O 4.18 -0.52 0.78
N 2.93 -2.03 2.36
S 2.20 -3.39 2.12
O 2.14 -4.20 3.28
O 0.91 -3.21 1.44
C 3.31 -4.25 0.93
F 4.51 -4.35 1.46
F 3.38 -3.52 -0.19
F 2.83 -5.45 0.65
Br -0.82 9.74 5.57
C -1.13 8.07 4.75
C -1.36 6.96 5.54
C -1.56 5.73 4.92
C -1.54 5.63 3.54
C -1.32 6.76 2.75
C -1.12 7.99 3.36
N -1.68 4.31 3.01
N -1.74 4.26 1.77
C -1.64 2.97 1.18
C -1.68 3.00 -0.19
C -1.38 1.89 -1.00
C -1.00 0.71 -0.40
O -0.59 -0.35 -1.11
C -1.05 0.63 1.02
N -0.74 -0.60 1.54
C -0.84 -0.82 2.83
C -1.24 0.20 3.71
C -1.51 1.45 3.23
C -1.41 1.72 1.84
H -1.37 7.05 6.61
H -1.74 4.84 5.51
H -1.31 6.67 1.68
H -0.94 8.87 2.77
H -1.92 3.95 -0.65
H -1.41 1.96 -2.08
H -0.57 -1.80 3.19
H -1.32 -0.02 4.77
H -1.80 2.24 3.89
C 5.36 0.29 -2.42
C 4.37 -0.65 -3.11
Sb 2.34 -0.34 -2.46
C 2.17 1.80 -2.32
C 2.40 2.43 -0.96
C 1.26 -0.50 -4.30
C 2.01 0.02 -5.52
H 6.38 0.09 -2.78
H 5.36 0.17 -1.34
H 5.15 1.34 -2.65
H 4.62 -1.69 -2.89
H 4.36 -0.52 -4.19
H 1.16 2.00 -2.69
H 2.87 2.17 -3.07
H 1.67 2.07 -0.24
H 2.30 3.52 -1.02
H 3.39 2.22 -0.57
H 0.34 0.07 -4.13
H 0.96 -1.54 -4.43
H 2.39 1.04 -5.38
H 1.35 0.05 -6.39
H 2.86 -0.61 -5.78
C -5.70 -3.93 1.44
C -4.34 -3.53 0.97
C -3.20 -4.24 1.34
C -1.96 -3.84 0.89
N -1.79 -2.78 0.08
C -2.89 -2.10 -0.30
C -4.15 -2.45 0.12
H -5.65 -4.72 2.19
H -6.30 -4.29 0.60
H -6.22 -3.07 1.87
H -3.26 -5.11 1.98
H -1.06 -4.38 1.15
H -2.73 -1.27 -0.97
H -5.00 -1.86 -0.22
Se 0.92 -3.17 -1.82
C -0.52 -3.35 -3.08
C -0.58 -4.53 -3.81
C -1.61 -4.69 -4.72
N -2.55 -3.78 -4.95
C -2.47 -2.64 -4.26
C -1.48 -2.38 -3.32
H 0.16 -5.31 -3.67
H -1.69 -5.61 -5.30
H -3.23 -1.90 -4.47
H -1.45 -1.43 -2.81
*
```

Lowest unoccupied orbital energy (alpha / beta) (Eh): -0.1224 / -0.1711
Energy relative to the best compared isomer or geometry (same formula, charge and spin) (eV): 0.000

Entry 4:
C4H7N | wB97M-V/def2-TZVPD

```
! wB97M-V def2-TZVPD RIJCOSX def2/J DEFGRID3
* xyz 0 1
C 1.73 0.06 -0.22
C 0.66 -0.95 0.11
C -0.17 0.26 0.40
C -1.44 0.52 -0.20
N 1.08 1.13 -0.03
H 2.72 -0.12 -0.48
H 0.27 -1.33 -0.86
H 0.67 -1.84 0.89
H -0.18 0.53 1.67
H -1.32 0.20 -1.35
H -1.69 1.61 -0.08
H -2.32 -0.07 0.15
*
```

Lowest unoccupied orbital energy (Eh): 0.0412
Energy relative to the best compared isomer or geometry (same formula, charge and spin) (eV): 2.586